Record 1
The following is a DFT calculation (ωB97M-V with the def2-TZVPD basis set) of 3 unconnected molecules or ions with the total composition C30H56BrFN2O6S at a distorted geometry.

Results
HOMO level in eV: -8.108
E_tot in eV: -130863.1985
Orbital gap in Eh: 0.199
Structure (SMILES): COCCCCCCCCCCCC1=C(Br)C(=O)C(O)=C(S(=O)(=O)F)C1=O.CCN(CC)CC.CCN(CC)CC
Largest force on an atom in eV/Å: 8.97

Structure (XYZ):
```
97
Properties=species:S:1:pos:R:3:forces:R:3
C -5.284 -1.534 -1.114 -0.26 -1.22 -0.68
O -4.157 -1.889 -0.238 -1.03 1.35 0.31
C -3.749 -0.777 0.634 -0.02 0.70 0.45
C -2.680 -1.242 1.833 0.11 0.07 -1.75
C -1.742 -2.420 1.140 0.31 0.36 1.16
C -0.460 -2.881 2.067 -0.14 -0.17 -0.65
C 0.864 -3.147 1.130 0.35 0.34 0.69
C 1.021 -4.679 0.573 -0.23 0.11 0.98
C -0.132 -5.163 -0.485 0.76 -1.42 -0.71
C 0.177 -4.710 -2.064 -0.37 -0.16 0.50
C -0.916 -3.591 -2.540 -0.19 -0.42 -0.55
C -0.331 -2.386 -3.483 -1.30 0.19 -0.71
C 1.097 -1.746 -3.005 -0.78 -0.10 1.26
C 1.337 -0.178 -3.414 2.75 0.06 -2.84
C 2.327 0.134 -4.481 -2.64 1.57 2.92
Br 3.396 -1.174 -5.550 -1.47 1.67 1.31
C 2.578 1.753 -4.818 1.15 0.87 -5.16
O 2.773 2.202 -6.063 -1.16 -2.69 8.48
C 2.610 2.726 -3.456 -1.75 0.24 3.55
O 3.581 3.825 -3.276 -1.40 -3.89 -0.04
C 1.582 2.416 -2.382 1.58 -0.40 -4.14
S 1.401 3.350 -0.769 2.64 -0.79 7.05
O 2.699 4.081 -0.350 -4.84 -1.86 -3.01
O 1.048 2.365 0.411 0.25 3.51 -5.70
F 0.102 4.479 -0.901 2.70 -2.40 -0.33
C 0.574 1.114 -2.676 -4.67 -0.12 1.52
O -0.718 1.113 -2.316 8.62 -0.07 -2.29
H -4.935 -0.816 -1.970 -0.78 -0.97 1.76
H -6.235 -1.168 -0.524 2.01 -0.35 -1.04
H -5.616 -2.546 -1.651 0.85 2.14 1.23
H -3.227 0.027 -0.048 -0.95 -1.38 1.38
H -4.716 -0.310 1.121 1.83 -0.76 -0.90
H -3.220 -1.578 2.815 1.03 0.57 -1.94
H -2.015 -0.270 2.025 -1.41 -2.21 -0.20
H -1.299 -1.946 0.164 -1.11 -1.11 1.63
H -2.390 -3.385 0.965 1.17 2.19 -0.09
H -0.199 -2.041 2.854 -0.61 -1.82 -1.50
H -0.761 -3.899 2.581 0.75 2.16 -0.65
H 0.840 -2.353 0.271 0.10 -1.54 1.40
H 1.821 -2.877 1.792 -1.96 -0.73 -1.48
H 2.131 -4.806 0.177 -2.45 0.13 0.47
H 0.934 -5.394 1.525 0.22 1.55 -1.98
H -0.083 -6.355 -0.507 -0.22 2.54 0.26
H -1.221 -4.867 -0.142 2.33 -0.47 -0.71
H 0.103 -5.630 -2.813 0.17 1.86 1.79
H 1.295 -4.367 -2.080 -2.11 -0.34 -0.11
H -1.719 -4.171 -3.206 1.65 1.38 1.47
H -1.510 -3.184 -1.616 1.34 -0.58 -1.77
H -0.280 -2.819 -4.593 0.25 1.10 2.36
H -1.182 -1.550 -3.517 1.99 -1.68 0.12
H 1.946 -2.483 -3.352 -1.44 2.06 0.47
H 1.103 -1.786 -1.816 -0.01 0.21 -2.46
H 4.316 3.468 -2.664 -1.63 0.73 -1.07
C 5.262 6.540 -2.069 -0.02 -0.10 -0.10
C 6.737 6.759 -1.755 -0.06 -0.25 -0.04
N 7.561 5.553 -1.896 0.19 -0.19 0.21
C 8.906 5.702 -1.330 -0.24 -0.05 0.28
C 9.836 6.720 -1.978 0.35 0.13 -0.16
C 7.503 4.874 -3.191 -0.27 -0.04 0.18
C 7.891 5.677 -4.428 0.10 -0.03 -0.40
H 4.839 5.734 -1.459 0.08 0.11 -0.07
H 4.696 7.455 -1.853 0.12 -0.16 -0.03
H 5.098 6.302 -3.125 -0.01 0.01 0.10
H 6.792 7.103 -0.715 0.27 -0.16 -0.09
H 7.112 7.578 -2.376 0.01 0.20 -0.07
H 9.405 4.725 -1.318 -0.20 0.03 -0.14
H 8.798 5.970 -0.270 -0.19 0.00 -0.17
H 10.230 6.358 -2.931 -0.08 0.13 0.07
H 10.698 6.898 -1.327 -0.08 -0.01 -0.04
H 9.350 7.687 -2.144 0.03 -0.14 0.01
H 6.482 4.499 -3.337 0.00 0.17 0.07
H 8.116 3.964 -3.155 0.03 0.23 0.24
H 7.460 6.682 -4.430 0.03 -0.08 0.05
H 7.526 5.167 -5.326 0.03 0.06 0.09
H 8.974 5.762 -4.530 -0.10 0.11 0.01
C -6.467 -3.219 2.806 -0.02 0.11 -0.07
C -6.426 -3.576 4.288 0.07 0.29 -0.02
N -6.141 -2.438 5.167 0.25 0.03 0.23
C -5.831 -2.834 6.545 0.30 -0.06 -0.23
C -6.935 -3.506 7.351 -0.24 -0.06 0.33
C -7.026 -1.279 5.037 0.19 0.03 -0.35
C -8.517 -1.500 5.267 -0.35 0.17 0.10
H -5.537 -2.733 2.488 -0.14 -0.03 0.06
H -6.590 -4.129 2.207 0.02 0.13 0.13
H -7.305 -2.558 2.566 0.09 -0.03 0.01
H -5.634 -4.324 4.411 -0.04 0.17 0.26
H -7.365 -4.069 4.557 -0.15 -0.16 -0.01
H -5.469 -1.961 7.101 -0.13 0.03 -0.22
H -4.972 -3.518 6.514 -0.13 0.06 -0.19
H -7.689 -2.787 7.683 0.02 -0.14 -0.09
H -6.510 -3.956 8.254 -0.02 0.03 -0.08
H -7.434 -4.306 6.796 0.06 0.12 0.03
H -6.896 -0.858 4.033 0.05 -0.19 0.05
H -6.682 -0.478 5.705 0.11 -0.32 0.02
H -8.890 -2.403 4.778 0.07 0.04 0.04
H -9.081 -0.654 4.857 0.06 -0.09 0.04
H -8.758 -1.554 6.330 -0.04 -0.11 -0.10
```
Forces are in eV/Å.

Record 2
The following is a DFT calculation (ωB97M-V with the def2-TZVPD basis set) of 3 unconnected molecules or ions with the total composition C30H56Cl2N6O9P2 at a distorted geometry.

Results
HOMO level in eV: -8.912
E_tot in eV: -103004.4311
Orbital gap in Eh: 0.300
Structure (SMILES): [H]/N=C(\C)Cc1c(CC(N)(N)N)c(CCP(=O)(OCC)OCC)c([C@H](Cl)[C@H](C)Cl)c2c1C(=O)N([PH2]=N)C2=O.COCCOC.COCCOC
Largest force on an atom in eV/Å: 3.83

Structure (XYZ):
```
105
Properties=species:S:1:pos:R:3:forces:R:3
C -5.385 3.937 -0.545 0.91 -0.50 -0.77
C -3.863 4.295 -0.839 -1.59 0.21 0.24
O -3.204 4.429 0.454 1.81 -1.81 -1.32
P -1.901 3.412 0.628 1.35 0.64 1.75
O -1.251 3.801 1.917 -0.72 -0.51 -1.33
C -2.420 1.613 0.630 -0.45 0.60 -0.75
C -2.948 1.134 2.036 -0.91 -0.94 -0.08
C -2.569 -0.358 2.331 0.74 -1.24 0.51
C -1.417 -0.683 3.189 -0.49 -0.71 -0.33
C -0.539 0.418 3.881 -0.59 -1.22 0.95
C 0.912 0.601 3.230 -0.64 1.90 -0.68
N 0.993 -0.226 2.013 0.38 0.24 0.63
N 0.986 2.031 2.754 -0.12 -1.71 -0.17
N 2.031 0.419 4.178 -0.51 -0.48 -0.73
C -1.019 -2.074 3.493 -1.16 -0.29 -0.80
C 0.170 -2.451 4.423 -0.78 -0.67 0.22
C -0.285 -2.529 5.934 -0.48 0.14 0.10
C -1.799 -2.761 6.282 0.19 0.58 -0.15
N 0.584 -2.435 6.864 -0.56 -0.02 -0.71
C -1.795 -3.148 2.919 -1.03 2.89 -0.09
C -2.964 -2.790 2.069 0.92 -0.39 0.96
C -3.383 -1.448 1.743 1.51 -0.73 1.16
C -4.638 -1.192 0.860 1.12 0.31 0.26
Cl -6.080 -1.209 1.986 0.80 0.32 -0.28
C -4.765 -2.146 -0.412 -1.12 1.24 -0.69
C -4.752 -1.331 -1.775 -0.31 -1.16 -0.02
Cl -6.440 -2.905 -0.364 1.15 -0.22 -0.54
C -3.535 -4.196 1.720 0.50 1.13 0.16
O -4.632 -4.594 1.499 0.24 0.37 -0.06
N -2.365 -5.107 1.774 0.17 0.10 -0.24
P -1.364 -4.726 0.362 1.72 -3.10 -1.44
N -0.652 -6.007 -0.246 -0.62 1.23 -0.08
C -1.668 -4.699 3.006 -0.19 2.57 -1.07
O -1.143 -5.387 3.817 -0.11 -0.08 -0.29
O -0.825 3.523 -0.655 -1.98 0.49 1.56
C -0.555 4.900 -1.007 0.25 1.26 -2.10
C -0.990 5.102 -2.517 -0.39 -0.16 0.09
H -6.066 4.778 -0.811 0.48 -0.68 0.47
H -5.470 3.615 0.524 -0.10 0.47 -0.97
H -5.626 3.057 -1.204 -0.13 0.84 0.68
H -3.769 5.280 -1.370 0.01 -1.05 0.41
H -3.406 3.472 -1.442 -0.22 0.79 0.40
H -3.266 1.546 -0.107 0.74 -0.11 0.47
H -1.597 0.975 0.210 -0.51 0.70 0.55
H -4.074 1.131 1.969 1.07 0.24 0.23
H -2.701 1.817 2.882 0.12 -0.58 -0.88
H -1.101 1.386 3.954 0.73 -0.87 -0.31
H -0.422 0.066 4.948 0.03 0.40 -0.98
H 1.278 0.348 1.216 0.35 -0.39 0.41
H 1.632 -1.006 2.163 -0.16 0.23 -0.37
H 0.248 2.073 2.040 0.16 0.91 0.70
H 0.758 2.628 3.550 -0.38 0.07 -0.58
H 2.249 1.349 4.547 0.11 -0.55 -0.05
H 2.823 0.126 3.593 -0.17 0.38 0.48
H 0.455 -3.511 4.162 -0.19 1.03 0.23
H 1.076 -1.815 4.301 -0.84 -0.32 0.37
H -2.491 -2.114 5.675 0.72 -0.72 0.36
H -1.950 -2.429 7.347 0.15 -0.65 -0.95
H -2.085 -3.838 6.139 0.25 0.99 0.15
H 0.100 -2.537 7.765 0.33 0.03 -0.22
H -4.568 -0.134 0.491 -0.27 -1.12 0.26
H -3.962 -2.910 -0.499 -0.90 0.36 0.53
H -5.140 -2.058 -2.543 0.46 0.78 0.64
H -5.480 -0.484 -1.766 0.81 -0.51 0.15
H -3.720 -1.056 -2.104 -0.77 0.13 0.51
H -2.161 -4.168 -0.687 -0.14 0.56 1.09
H -0.308 -3.836 0.746 -1.13 0.14 0.38
H -0.940 -6.127 -1.224 0.06 -0.30 0.58
H 0.538 5.147 -0.969 -0.89 -0.65 0.42
H -1.088 5.654 -0.379 0.32 -0.88 -0.20
H -0.247 4.695 -3.244 -0.41 0.29 0.73
H -1.160 6.182 -2.759 0.26 -0.87 0.30
H -1.953 4.558 -2.722 0.93 0.59 0.27
C 3.156 2.249 0.294 -0.03 0.00 -0.05
O 2.895 1.413 -0.830 0.04 0.20 -0.06
C 2.295 2.120 -1.910 0.19 -0.45 -0.11
C 3.314 2.462 -2.986 -0.17 0.39 0.10
O 4.275 3.398 -2.512 0.04 -0.27 0.10
C 5.503 2.783 -2.155 0.01 0.13 -0.05
H 3.833 1.716 0.963 -0.08 -0.07 -0.04
H 3.627 3.191 0.003 0.02 -0.03 -0.08
H 2.226 2.451 0.826 0.15 0.15 0.08
H 1.788 3.022 -1.551 0.07 0.00 0.00
H 1.539 1.458 -2.343 -0.03 0.05 -0.04
H 2.792 2.936 -3.824 -0.02 -0.05 -0.02
H 3.802 1.558 -3.364 -0.03 -0.03 0.06
H 6.062 2.515 -3.059 0.05 -0.08 0.05
H 5.349 1.892 -1.542 -0.03 -0.01 -0.03
H 6.089 3.503 -1.583 -0.06 0.03 -0.07
C 3.302 -1.991 -4.516 -0.11 0.13 -0.05
O 4.184 -1.058 -5.121 0.10 -0.25 0.18
C 5.508 -1.149 -4.601 -0.05 0.27 -0.42
C 6.420 -1.922 -5.541 0.08 -0.24 0.42
O 6.037 -3.289 -5.631 -0.19 0.20 -0.16
C 5.301 -3.573 -6.810 0.08 -0.11 0.03
H 2.400 -2.048 -5.127 0.05 0.09 0.00
H 3.741 -2.989 -4.455 0.04 0.03 0.02
H 3.026 -1.648 -3.514 -0.01 -0.10 0.06
H 5.504 -1.596 -3.602 0.01 -0.07 -0.07
H 5.886 -0.125 -4.510 0.04 -0.01 0.02
H 7.437 -1.900 -5.138 0.00 0.04 -0.01
H 6.442 -1.457 -6.532 -0.09 0.02 0.03
H 5.976 -3.602 -7.672 -0.08 0.03 -0.07
H 4.514 -2.837 -6.987 0.03 0.02 0.00
H 4.840 -4.554 -6.693 0.09 0.02 0.05
```
Forces are in eV/Å.

Q: What is the HOMO level in the second record?
A: -8.912 eV